Record 1
# C4H8O

A single C4H8O molecule at a distorted geometry (ωB97M-V/def2-TZVPD, the Open Molecules 2025 dataset).

The geometry in XYZ format:
```
13
Properties=species:S:1:pos:R:3:forces:R:3
O 0.7723 1.2388 1.4834 -0.725 -0.499 0.780
C 0.7664 1.1060 0.1924 0.462 0.392 -1.050
C -0.0659 0.1036 -0.5284 0.275 0.141 0.208
C -1.3191 0.3514 0.2329 -0.545 -0.400 -0.669
C 0.5106 -1.3157 -0.4438 -0.088 -0.093 0.018
H -1.7591 -0.4994 0.7499 0.031 0.115 0.068
H -0.0904 0.4120 -1.5842 -0.114 0.016 0.206
H -0.1720 -1.9888 -0.9718 0.084 0.043 0.077
H -2.0188 1.0603 -0.2000 0.118 -0.068 0.158
H 0.5717 -1.6491 0.5980 -0.006 0.079 -0.115
H 1.4150 1.8284 -0.3071 -0.006 -0.184 -0.042
H -0.1168 0.7562 1.6733 0.676 0.361 0.289
H 1.5061 -1.4036 -0.8944 -0.164 0.097 0.071
```
Positions in Å, forces in eV/Å.

## Properties
Total energy, a.u.: -232.29653
Spin multiplicity: 1
HOMO level (spin up / spin down), eV: -7.56 / -6.71
LUMO level (spin up / spin down), eV: 0.44 / -0.32

***

Record 2
# C4H8O2

A gas-phase ion, C4H8O2 (charge -2) at a distorted geometry (ωB97M-V/def2-TZVPD, the Open Molecules 2025 dataset).

The geometry in XYZ format:
```
14
Properties=species:S:1:pos:R:3:forces:R:3
O 1.3412 2.6938 0.6519 0.445 1.593 1.379
O -1.7380 -2.4346 -0.4324 -1.006 -0.428 0.571
C 0.5932 1.9098 -0.0723 2.632 -2.025 -1.995
C 0.5831 0.3950 0.4453 0.670 -0.005 0.288
C -0.6362 -0.3532 0.0709 0.240 -0.368 -3.849
C -0.5174 -1.8746 -0.1377 -4.534 1.617 4.668
H -0.0421 -2.1827 0.8442 -0.123 -0.465 0.210
H -0.3610 2.3507 -0.4413 -0.541 -0.580 0.392
H -1.5649 -0.0871 0.4607 -1.469 -0.101 2.308
H 1.4052 -0.2606 -0.1395 -0.990 1.787 1.830
H 1.1915 1.6396 -1.0816 -1.070 0.620 0.119
H 0.7326 0.4843 1.5832 0.199 -0.479 -1.509
H 0.0126 -2.3148 -0.8261 4.559 -0.955 -4.217
H -0.9998 0.0344 -0.9252 0.987 -0.210 -0.196
```
Positions in Å, forces in eV/Å.

## Properties
Total energy, a.u.: -307.47312
Spin multiplicity: 1
Net charge: -2
SMILES: [O-]CCCC[O-]
HOMO level, eV: 1.22
LUMO level, eV: 7.43

***

Record 3
# C4H8O2

A single C4H8O2 molecule (ωB97M-V/def2-TZVPD, the Open Molecules 2025 dataset).

The geometry in XYZ format:
```
14
Properties=species:S:1:pos:R:3:forces:R:3
O 1.2215 -1.4268 -0.6798 0.213 0.062 -0.246
O -0.1729 1.7984 0.4887 0.189 0.102 0.212
C -0.2349 0.4383 0.1411 0.041 -0.264 -0.214
C -1.0844 0.2417 -1.1050 -0.056 -0.060 0.082
C -0.0105 -0.5675 1.2628 -0.117 -0.046 0.003
C 1.0290 -0.3676 0.2053 0.124 0.200 0.191
H -1.9954 0.8454 -1.0721 0.099 -0.133 0.184
H -0.5853 -1.4871 1.3117 0.127 0.062 -0.267
H 0.3206 -0.2205 2.2450 -0.435 0.182 -0.246
H -0.1809 1.8441 1.4506 -0.039 0.162 -0.152
H -0.5102 0.5804 -1.9816 -0.101 -0.008 0.266
H 1.9181 0.1903 0.5023 -0.015 -0.199 -0.010
H 1.6320 -1.0686 -1.4762 -0.078 -0.130 0.010
H -1.3467 -0.8005 -1.2929 0.047 0.070 0.187
```
Positions in Å, forces in eV/Å.

## Properties
Total energy, a.u.: -307.63932
Spin multiplicity: 1
SMILES: C[C@@]1(O)C[C@H]1O
HOMO level, eV: -9.07
LUMO level, eV: 0.83

***

Record 4
# C4H8O2

A single C4H8O2 molecule at a distorted geometry (ωB97M-V/def2-TZVPD, the Open Molecules 2025 dataset).

The geometry in XYZ format:
```
14
Properties=species:S:1:pos:R:3:forces:R:3
O -1.8436 0.1684 -0.7012 -0.136 0.147 -0.356
O 1.8269 -0.3123 -0.4884 -0.084 0.718 0.335
C -0.6655 -0.5693 -0.8769 0.183 -0.139 -0.013
C -0.2824 -1.4344 0.2922 -0.033 0.040 0.150
C 0.5138 -0.1926 -0.0188 -0.690 0.718 0.635
C 0.3981 1.1266 0.8091 -0.418 -0.453 -0.096
H 0.8589 2.0052 0.2995 -0.196 -0.702 -0.120
H -0.6582 1.3595 0.9013 -0.036 0.122 0.325
H 0.8615 1.0993 1.8094 -0.215 -0.389 -0.349
H 2.0525 0.5644 -0.1385 1.570 -0.552 -0.845
H -1.7508 0.9721 -1.2298 -0.166 -0.106 0.093
H 0.1393 -2.4185 0.0743 0.065 0.458 0.055
H -0.9428 -1.4076 1.1544 0.040 0.030 -0.123
H -0.5076 -0.9607 -1.8866 0.118 0.107 0.308
```
Positions in Å, forces in eV/Å.

## Properties
Total energy, a.u.: -307.62673
Spin multiplicity: 1
SMILES: C[C@@]1(O)C[C@H]1O
HOMO level, eV: -9.09
LUMO level, eV: 0.80

***

Q: Which of these has the lowest total energy?
A: number 3

***

Q: What is the spin multiplicity in the fourth record?
A: 1

***

Q: Which formula does entry 1 have?
A: C4H8O